No. 1
{"formula": "C27H49NP2Sr", "method": "the ωB97M-V functional and the def2-TZVPD basis", "energy_ev": -49687.35704, "gap_ev": [3.65, 3.92], "symbols": ["Sr", "P", "P", "N", "C", "C", "C", "C", "C", "C", "C", "C", "C", "C", "C", "C", "C", "C", "C", "C", "C", "C", "C", "C", "C", "C", "C", "C", "C", "C", "C", "H", "H", "H", "H", "H", "H", "H", "H", "H", "H", "H", "H", "H", "H", "H", "H", "H", "H", "H", "H", "H", "H", "H", "H", "H", "H", "H", "H", "H", "H", "H", "H", "H", "H", "H", "H", "H", "H", "H", "H", "H", "H", "H", "H", "H", "H", "H", "H", "H"], "coordinates": [[-2.579559, 0.055012, -4.444409], [0.547404, 2.551266, -1.584342], [0.633839, -1.995245, -1.718852], [-1.767117, 1.029904, 1.647973], [0.256660, -1.569802, -0.084588], [0.700112, 0.967442, -6.638940], [-1.169502, -1.325663, -5.749470], [-0.573855, 2.332037, 6.303385], [-1.099217, 1.609635, 3.955084], [-0.384059, 2.411349, 4.809073], [0.179357, -1.345151, -5.655135], [-3.107418, -0.700503, 2.863119], [2.251077, -2.694508, -2.037339], [1.213155, 0.958550, -2.449217], [1.554333, 3.675587, -2.642200], [-2.313387, 0.992928, -6.739653], [-0.017316, 2.621890, 2.036443], [1.688684, 4.468258, 2.353604], [-1.920642, -0.541249, -6.882031], [-0.157584, 1.572457, -5.579943], [0.650011, -0.452393, -2.722677], [-3.140492, 0.522807, 1.956557], [0.713159, 3.445318, 2.868151], [-1.019387, 1.703215, 2.529957], [-1.492783, 1.780885, -5.734913], [-0.540495, -3.172913, -2.384132], [-3.806651, 0.131793, 0.635312], [-1.087771, 3.010902, -2.368246], [0.501656, 3.352431, 4.257163], [1.111420, -0.517148, -6.445260], [-3.988207, 1.595048, 2.627718], [1.637942, 4.607164, -2.087443], [-3.113606, -0.446024, 3.930196], [2.195573, -3.180773, -3.015122], [-2.220819, -1.313093, 2.660884], [-1.393782, -0.640574, -7.832791], [-0.324716, -0.420725, -3.222371], [-1.282262, 1.525592, 6.546269], [1.297869, -0.852882, -3.536857], [0.433681, 2.210586, -4.907885], [2.192658, 0.882517, -1.940054], [1.008274, -2.086630, 0.515962], [1.786128, 4.398125, 1.263003], [2.111557, -0.567571, -5.974256], [-5.014414, 1.249786, 2.770314], [0.286425, 1.103952, -7.649600], [-3.404638, 1.054735, -6.463675], [2.550761, 3.255479, -2.769228], [1.348594, 5.478426, 2.621070], [2.957601, -1.862311, -2.067719], [-4.034740, 2.492864, 2.007259], [1.422557, 1.318202, -3.471677], [0.128113, 2.643404, 0.950291], [-0.642408, -4.046139, -1.721761], [-0.996860, 4.042035, -2.761114], [2.579094, -3.420464, -1.274384], [-1.545917, -2.732246, -2.461597], [-4.825428, -0.217498, 0.858646], [-2.830953, -1.140741, -7.083500], [-0.730837, -1.952459, 0.188565], [0.657404, -2.198623, -5.182202], [-1.909851, 3.024330, -1.640652], [0.378829, 2.138781, 6.818697], [-3.249378, -0.678933, 0.140757], [1.148054, 3.920352, -3.625753], [-3.856712, 1.007446, -0.029990], [-0.965402, 3.289346, 6.681653], [-1.747096, 0.834614, 4.388321], [-1.732845, -2.205871, -5.276691], [1.313221, -0.925215, -7.451691], [1.658773, 1.526232, -6.684994], [-1.372949, 2.391910, -3.250913], [-3.601961, 1.897221, 3.608656], [0.319484, -0.487585, 0.056726], [-3.990695, -1.328469, 2.700554], [-2.349568, 1.450842, -7.730113], [1.049537, 4.006984, 4.920853], [-0.211430, -3.534147, -3.369953], [2.678067, 4.341894, 2.811411], [-2.003555, 2.644012, -5.252294]], "atomic_forces_ev_per_a": [[-2.59, -0.53, 3.27], [-0.49, -0.51, -0.33], [-0.15, 1.36, -1.38], [-0.75, -0.18, -1.01], [0.19, -0.45, 1.33], [1.05, -0.59, -0.55], [-2.76, -0.45, -0.71], [0.00, -0.06, 0.01], [-0.72, -0.85, 0.05], [0.63, 0.83, -0.49], [2.74, -0.96, -0.18], [-0.25, -0.77, 0.37], [0.35, -0.22, 0.61], [0.41, 0.37, -0.06], [0.31, 0.02, 0.12], [-0.75, 0.03, -0.24], [-0.08, -0.42, -0.36], [0.03, 0.08, -0.10], [0.01, -1.53, -0.45], [-0.54, 1.98, -1.02], [0.23, -0.90, -1.05], [1.72, 0.56, 0.37], [-0.46, -0.51, 0.77], [0.01, 0.15, 0.08], [1.37, 1.31, -1.06], [-0.40, -0.36, -0.24], [-0.02, 0.16, 0.13], [-0.36, -0.05, -0.47], [0.04, -0.06, 0.23], [0.76, 0.01, -0.10], [-0.35, 0.46, 0.11], [0.15, 0.15, -0.01], [0.10, -0.04, -0.28], [0.15, 0.10, 0.10], [-0.07, 0.11, 0.01], [0.35, 0.09, 0.21], [0.04, 0.10, 0.24], [0.21, 0.29, 0.07], [-0.49, 0.43, 0.19], [-0.78, -0.31, 0.15], [-0.27, -0.06, -0.25], [-0.15, 0.20, 0.48], [0.03, 0.09, 0.18], [-0.29, 0.16, 0.02], [-0.11, -0.10, 0.05], [-0.31, -0.07, 0.46], [0.60, 0.13, -0.06], [0.17, 0.14, 0.05], [0.07, -0.15, -0.17], [0.10, -0.17, -0.03], [0.07, 0.00, -0.06], [0.18, -0.28, 0.46], [-0.15, 0.14, 0.61], [0.24, 0.29, -0.03], [0.04, -0.42, 0.25], [-0.22, 0.26, -0.32], [0.25, 0.07, -0.06], [0.15, 0.02, -0.27], [-0.04, 0.56, 0.16], [0.08, 0.33, 0.09], [-0.05, -0.11, 0.08], [0.28, -0.29, -0.11], [-0.25, 0.02, -0.10], [-0.08, 0.20, 0.06], [-0.11, -0.22, -0.01], [0.06, -0.30, 0.12], [0.05, -0.33, -0.02], [0.29, 0.52, -0.17], [0.60, 1.12, -1.00], [-0.17, 0.04, 0.01], [-0.61, -0.06, 0.20], [0.25, 0.30, 0.74], [0.03, -0.14, -0.27], [-0.23, -0.07, 0.24], [-0.04, -0.06, 0.03], [0.46, -0.03, 0.02], [0.12, 0.14, 0.12], [-0.15, 0.24, 0.26], [-0.12, -0.03, -0.13], [0.39, -0.90, 0.08]]}

No. 2
{"formula": "C27H50AlNO5S3Si", "method": "the ωB97M-V functional and the def2-TZVPD basis", "energy_ev": -87515.85205, "relative_energy_kcal_mol": 0.0, "charge": 2, "gap_ev": 8.15, "symbols": ["S", "S", "S", "Si", "Al", "O", "O", "O", "O", "O", "N", "C", "C", "C", "C", "C", "C", "C", "C", "C", "C", "C", "C", "C", "C", "C", "C", "C", "C", "C", "C", "C", "C", "C", "C", "C", "C", "C", "H", "H", "H", "H", "H", "H", "H", "H", "H", "H", "H", "H", "H", "H", "H", "H", "H", "H", "H", "H", "H", "H", "H", "H", "H", "H", "H", "H", "H", "H", "H", "H", "H", "H", "H", "H", "H", "H", "H", "H", "H", "H", "H", "H", "H", "H", "H", "H", "H", "H"], "coordinates": [[1.674917, 0.126345, 3.923893], [-0.656285, -0.942136, 2.235793], [-0.736593, 1.423394, -0.691252], [1.279281, 1.805308, -0.206139], [-0.037551, -0.594346, -0.103106], [0.619816, -1.441033, -1.722363], [-1.346639, -1.882550, -0.144271], [1.700210, 0.132487, 0.038166], [1.545160, 2.482992, 1.227388], [2.220117, 2.413297, -1.350628], [-0.766244, 0.234872, 4.577848], [2.867047, 4.509739, 1.163724], [1.287003, 1.031251, 5.458135], [-6.543849, -5.839666, -0.469968], [-5.789854, -3.483063, -0.852746], [-0.977851, -1.487297, -3.593878], [1.541977, 3.898394, 1.586889], [-5.484308, -4.786919, -0.449649], [-2.582148, -1.760786, -0.415343], [3.667386, -0.689338, -1.189077], [3.945777, 0.525177, 0.956837], [-5.244560, -1.099605, -1.276050], [-3.197322, -4.129163, 0.026246], [-1.844343, -4.524248, 0.542397], [-0.051647, -2.291144, -2.717904], [-4.847520, -2.483401, -0.833394], [1.641470, 1.529571, -3.547590], [0.012780, -0.131176, 3.579892], [3.534411, 3.133462, -3.183324], [1.163995, 3.910133, -2.922411], [3.086069, -0.463565, 0.193999], [2.127465, 2.745319, -2.767804], [2.886732, -1.772128, 0.930465], [1.393282, 3.919775, 3.098785], [0.366483, 4.585712, 0.912126], [-3.520435, -2.802596, -0.400444], [-4.191061, -5.082373, -0.013142], [-0.110881, 0.566615, 5.845457], [1.608152, 1.758489, -4.612757], [-7.044976, -5.861212, -1.438237], [-1.762765, 0.076428, 4.516746], [-5.111866, -0.363575, -0.481590], [3.887319, 3.975711, -2.589204], [0.325843, 5.634474, 1.205770], [0.634858, 1.249289, -3.230719], [-0.574747, 4.110257, 1.190277], [1.369422, 4.944965, 3.467314], [3.854125, -2.253650, 1.074118], [2.990785, 4.470564, 0.081674], [4.224196, 2.299408, -3.046982], [-0.666956, 1.346656, 6.360698], [-0.079874, -0.325694, 6.473767], [2.266633, -2.461797, 0.350478], [3.501157, 0.795578, 1.909152], [-1.748705, -0.981127, -3.011550], [-2.929268, -0.759482, -0.679757], [-3.966366, -6.090716, 0.310618], [2.242247, 3.409017, 3.557746], [0.738271, -2.774169, -3.290679], [-0.432309, -0.735289, -4.164666], [-6.294457, -1.089670, -1.556928], [3.549753, 3.422204, -4.234058], [-4.672391, -0.768352, -2.144310], [4.101971, 1.434110, 0.374069], [0.162063, 3.634151, -2.588210], [3.128779, -1.453956, -1.749937], [-7.306031, -5.610054, 0.277969], [1.510739, 4.767201, -2.344436], [-6.796017, -3.259388, -1.184869], [2.332063, 0.690489, -3.419458], [-0.568284, -3.049373, -2.137664], [-1.465357, -2.154575, -4.305058], [-1.865779, -5.556307, 0.883873], [3.699551, 3.981201, 1.629663], [2.434204, -1.626114, 1.908972], [0.466698, 4.556399, -0.176534], [1.322776, 2.097567, 5.245386], [1.100530, 4.211084, -3.967975], [-6.140810, -6.826735, -0.257609], [4.690733, -1.049578, -1.078308], [4.920284, 0.069718, 1.133704], [-1.530366, -3.888216, 1.370669], [3.705371, 0.243822, -1.748448], [2.907647, 5.553376, 1.476376], [-1.080018, -4.438151, -0.231185], [1.237074, -0.848518, -2.179528], [2.026691, 0.781995, 6.213796], [0.465108, 3.424218, 3.390235]], "atomic_forces_ev_per_a": [[0.05, 0.02, -0.06], [0.09, -0.01, 0.02], [-0.08, -0.01, 0.02], [0.03, -0.01, 0.02], [0.12, -0.07, 0.26], [0.00, 0.02, 0.01], [-0.14, 0.04, -0.33], [0.02, 0.05, 0.05], [0.00, -0.01, -0.06], [0.03, -0.02, -0.05], [0.01, 0.01, -0.01], [0.01, 0.02, 0.00], [-0.01, 0.01, 0.02], [0.00, -0.01, 0.00], [0.00, 0.00, -0.01], [0.00, -0.01, -0.02], [0.01, 0.01, 0.05], [0.02, 0.00, 0.01], [0.00, -0.01, 0.08], [0.07, -0.01, -0.01], [-0.01, -0.01, -0.01], [-0.01, 0.00, -0.01], [0.00, 0.00, 0.02], [0.00, 0.00, -0.02], [-0.03, -0.03, -0.01], [-0.01, 0.01, 0.01], [0.00, -0.01, 0.01], [-0.03, -0.03, 0.00], [0.01, -0.01, 0.00], [-0.01, -0.01, 0.01], [-0.07, 0.02, -0.01], [-0.03, 0.01, -0.02], [0.04, -0.01, 0.00], [0.03, 0.00, -0.03], [-0.01, 0.01, -0.02], [-0.01, -0.02, 0.00], [0.00, 0.01, 0.00], [-0.01, 0.02, -0.01], [0.00, 0.01, 0.00], [0.00, 0.00, 0.00], [0.00, 0.00, 0.00], [0.00, 0.00, 0.00], [0.00, 0.01, 0.00], [0.00, 0.00, 0.00], [0.00, 0.01, 0.00], [-0.01, 0.00, 0.01], [0.00, 0.01, -0.01], [0.00, 0.00, 0.00], [-0.01, -0.01, 0.00], [0.01, 0.00, 0.00], [0.00, -0.01, 0.00], [0.00, 0.00, 0.00], [-0.02, 0.01, 0.00], [-0.02, -0.01, 0.05], [0.00, 0.00, 0.01], [0.00, -0.01, -0.01], [0.00, 0.00, 0.00], [-0.02, 0.00, 0.01], [0.01, 0.00, 0.01], [0.00, 0.00, 0.00], [0.00, 0.00, 0.00], [0.00, 0.00, 0.00], [0.00, 0.00, 0.00], [0.00, 0.00, 0.00], [0.00, 0.01, 0.00], [0.01, -0.01, 0.01], [0.00, 0.00, 0.00], [0.00, 0.00, -0.01], [0.00, 0.00, 0.00], [0.00, 0.00, -0.01], [0.00, 0.02, -0.01], [0.00, 0.00, 0.00], [0.00, 0.00, 0.00], [0.00, -0.01, 0.01], [0.00, 0.02, 0.02], [0.00, 0.00, 0.02], [0.00, -0.02, 0.00], [0.01, 0.00, -0.01], [0.00, 0.00, 0.00], [0.00, 0.01, 0.00], [0.00, 0.00, 0.01], [-0.01, 0.00, 0.00], [-0.01, 0.00, -0.01], [0.01, 0.01, 0.00], [0.01, 0.00, 0.00], [0.00, -0.01, 0.04], [0.00, 0.01, 0.00], [-0.01, -0.01, 0.00]]}

In order of appearance, max |F| = 4.2, 0.4 eV Å⁻¹.
In order of appearance, molar mass = 537.26, 619.97 Da.